Record 1
The following is a DFT calculation (ωB97M-V/def2-TZVPD) of a molecular structure, C45H57CoN8O2S at a distorted geometry.

```
! RIJCOSX wB97M-V def2-TZVPD def2/J DEFGRID3
* xyz 0 5
Co 10.593 12.852 13.134
C 9.470 14.566 7.303
C 8.332 14.418 8.289
C 8.708 14.477 9.723
C 8.461 15.509 10.656
C 7.704 16.773 10.451
C 6.188 16.584 10.700
C 9.051 15.074 11.909
N 9.585 13.804 11.807
C 9.412 13.490 10.487
C 9.842 12.325 9.900
C 10.328 11.265 10.650
C 10.176 9.874 10.299
C 9.174 9.379 9.293
C 7.707 9.282 9.805
C 10.806 9.139 11.277
C 11.340 10.123 12.199
C 12.218 9.841 13.270
C 12.771 10.855 14.036
N 12.278 12.143 14.130
C 12.898 12.699 15.208
C 12.483 13.837 15.917
C 11.350 14.556 15.562
N 10.774 14.484 14.333
C 9.772 15.390 14.249
C 8.973 15.731 13.166
C 9.673 16.133 15.495
C 10.697 15.583 16.298
C 11.023 15.885 17.712
C 12.108 16.943 17.975
C 8.684 17.197 15.832
C 7.249 16.655 16.066
C 13.880 11.784 15.779
C 13.749 10.610 15.069
C 14.435 9.283 15.217
C 15.486 8.988 14.157
C 14.937 12.126 16.781
C 15.853 13.227 16.285
N 11.018 11.385 11.823
C 10.953 7.669 11.433
C 10.227 7.214 12.720
H 9.043 14.857 6.305
H 10.088 13.664 7.204
H 10.072 15.426 7.549
H 7.830 13.461 8.123
H 7.633 15.271 8.145
H 7.804 17.029 9.339
H 8.106 17.611 11.034
H 5.808 15.565 10.545
H 5.642 17.231 10.018
H 5.904 16.780 11.734
H 9.797 12.230 8.814
H 9.451 8.365 8.982
H 9.118 10.018 8.365
H 7.776 8.904 10.832
H 7.059 8.635 9.214
H 7.275 10.265 9.856
H 12.441 8.764 13.481
H 13.043 14.059 16.832
H 8.336 16.611 13.282
H 11.264 14.952 18.223
H 10.146 16.378 18.132
H 13.151 16.596 17.908
H 11.988 17.263 19.041
H 12.015 17.824 17.339
H 8.659 17.975 15.016
H 9.006 17.754 16.742
H 6.927 15.900 15.324
H 6.482 17.460 16.014
H 7.183 16.231 17.050
H 13.683 8.454 15.264
H 14.935 9.291 16.197
H 15.095 8.963 13.139
H 15.924 7.963 14.281
H 16.320 9.756 14.232
H 15.539 11.186 16.953
H 14.423 12.347 17.711
H 16.321 12.925 15.327
H 16.653 13.333 16.987
H 15.418 14.210 16.115
H 12.002 7.307 11.448
H 10.448 7.091 10.636
H 10.841 7.373 13.632
H 9.860 6.194 12.777
H 9.373 7.858 12.874
C 8.750 10.646 17.772
N 8.492 10.769 16.338
C 7.600 9.858 15.773
C 7.603 9.764 14.425
C 8.395 10.729 13.582
O 8.423 10.626 12.335
N 9.242 11.564 14.238
C 9.247 11.714 15.649
O 9.823 12.609 16.262
H 7.785 10.593 18.289
H 9.363 11.498 18.063
H 9.312 9.717 18.023
H 7.026 9.385 16.568
H 6.943 9.090 13.918
S 12.802 14.854 11.048
C 13.982 13.995 10.205
N 15.322 14.259 10.372
C 16.373 13.462 9.803
C 15.918 12.903 8.438
C 14.575 12.210 8.598
N 13.641 13.097 9.256
H 15.571 15.124 10.924
H 16.555 12.619 10.553
H 17.310 14.052 9.702
H 16.613 12.112 8.141
H 15.900 13.717 7.723
H 14.674 11.278 9.181
H 14.153 11.853 7.659
H 12.614 12.936 9.213
*
```

Kohn-Sham gap (alpha / beta), eV: 5.520 / 4.780
HOMO energy (alpha / beta), eV: -6.20 / -6.96
<S²>: 6.0997
LUMO (alpha / beta), eV: -0.682 / -2.182

***

Record 2
The following is a DFT calculation (ωB97M-V/def2-TZVPD) of a molecular structure, C45H57N3OP2PtS.

```
! RIJCOSX wB97M-V def2-TZVPD def2/J DEFGRID3
* xyz 0 1
Pt -0.580 1.351 0.165
C -1.909 0.591 -3.832
C -0.419 0.820 -3.573
C 0.351 -0.495 -3.606
P -0.098 1.844 -2.059
C -0.543 3.530 -2.687
C 0.273 4.648 -2.039
C -2.051 3.790 -2.497
C 1.712 1.787 -1.909
C 2.550 2.348 -2.863
C 3.923 2.382 -2.696
C 4.451 1.860 -1.521
C 3.642 1.258 -0.578
C 2.252 1.140 -0.774
N 1.391 0.490 0.086
C 1.802 -0.347 1.089
C 2.942 -1.178 1.032
C 3.209 -2.097 2.025
C 2.369 -2.244 3.127
C 1.253 -1.429 3.213
C 0.970 -0.484 2.229
P -0.423 0.673 2.328
C 0.185 2.034 3.421
C 1.505 2.575 2.869
C 0.345 1.651 4.890
C -1.740 -0.134 3.327
C -2.888 0.856 3.537
C -2.263 -1.432 2.728
H -2.028 -0.046 -4.710
H -2.443 1.519 -4.023
H -2.374 0.089 -2.984
H -0.035 1.476 -4.367
H -0.125 -1.219 -2.950
H 1.393 -0.377 -3.309
H 0.333 -0.900 -4.620
H -0.327 3.522 -3.761
H 0.128 4.650 -0.959
H -0.074 5.610 -2.423
H 1.337 4.566 -2.242
H -2.625 2.892 -2.277
H -2.475 4.247 -3.391
H -2.210 4.469 -1.660
H 2.113 2.796 -3.749
H 4.561 2.833 -3.441
H 5.514 1.930 -1.331
H 4.082 0.889 0.336
H 3.598 -1.126 0.173
H 4.081 -2.731 1.927
H 2.579 -2.975 3.894
H 0.589 -1.527 4.063
H -0.578 2.814 3.325
H 2.319 1.877 3.073
H 1.743 3.522 3.356
H 1.468 2.739 1.790
H 0.973 0.767 5.002
H -0.607 1.466 5.384
H 0.837 2.464 5.426
H -1.275 -0.349 4.294
H -3.352 1.116 2.587
H -2.565 1.782 4.012
H -3.648 0.400 4.173
H -2.652 -1.274 1.726
H -3.070 -1.815 3.356
H -1.493 -2.201 2.669
C 0.309 -6.885 1.175
C -0.309 -5.518 0.920
C 0.775 -4.453 0.791
N 0.246 -3.154 0.389
C -0.432 -2.835 -0.721
S -1.500 -1.551 -0.763
N -0.259 -3.599 -1.857
C 0.779 -4.404 -2.334
O 0.508 -5.362 -3.030
C 2.184 -3.939 -2.126
C 3.206 -4.814 -2.488
C 4.524 -4.396 -2.430
C 4.823 -3.096 -2.036
C 3.806 -2.224 -1.674
C 2.487 -2.647 -1.706
H -0.457 -7.649 1.294
H 0.919 -6.882 2.080
H 0.950 -7.183 0.344
H -0.985 -5.245 1.734
H -0.908 -5.547 0.007
H 1.562 -4.785 0.118
H 1.254 -4.281 1.754
H 0.144 -2.469 1.130
H -1.084 -3.642 -2.444
H 2.948 -5.810 -2.819
H 5.317 -5.077 -2.704
H 5.850 -2.760 -2.019
H 4.035 -1.207 -1.380
H 1.708 -1.963 -1.404
C -6.163 2.219 -0.095
C -5.255 1.171 -0.361
C -3.920 1.349 -0.139
C -3.406 2.569 0.360
C -2.006 2.746 0.557
C -1.593 3.959 1.053
C -2.496 5.010 1.341
C -3.834 4.849 1.132
C -4.318 3.611 0.633
C -5.699 3.408 0.394
H -7.218 2.080 -0.284
H -5.618 0.225 -0.738
H -3.213 0.546 -0.344
H -0.537 4.139 1.223
H -2.112 5.946 1.724
H -4.534 5.647 1.338
H -6.383 4.220 0.606
*
```

Kohn-Sham gap, eV: 6.859
HOMO energy, eV: -6.90
LUMO, eV: -0.038

***

Record 3
The following is a DFT calculation (ωB97M-V/def2-TZVPD) of a molecular structure, C45H57N9O16 at a distorted geometry.

```
! RIJCOSX wB97M-V def2-TZVPD def2/J DEFGRID3
* xyz 0 1
C 2.045 -1.694 2.314
C 0.934 -0.890 1.583
C 0.555 0.436 2.198
C -0.292 1.339 1.273
C 0.536 1.761 -0.040
C 0.937 0.448 -0.741
N 1.402 -0.748 0.142
O 2.155 -1.510 -0.380
C 1.992 0.904 -1.763
C -0.334 -0.232 -1.557
C -0.265 -1.875 1.506
H 3.102 -1.208 2.209
H 2.245 -2.648 2.100
H 1.604 -1.624 3.347
H 1.374 0.931 2.844
H -0.110 0.388 2.863
H -0.658 2.594 1.539
H -1.208 0.870 0.904
H 1.422 2.270 0.238
H 0.088 2.392 -0.682
H 3.023 1.087 -1.330
H 1.508 1.732 -2.380
H 2.250 0.021 -2.529
H -1.199 -0.409 -0.862
H 0.029 -1.155 -2.004
H -0.563 0.603 -2.154
H -1.071 -1.543 1.092
H -0.719 -2.184 2.455
H 0.004 -2.656 0.893
N -2.829 -3.420 -0.083
O -2.906 -3.728 1.156
O -1.899 -3.875 -0.803
O -3.678 -2.549 -0.580
C -3.077 0.888 -5.449
C -2.992 0.165 -4.074
C -4.193 0.389 -3.047
C -5.377 1.359 -3.513
C -5.415 1.752 -5.087
C -4.161 1.500 -5.995
N -6.488 1.796 -2.570
O -6.474 1.271 -1.384
O -7.343 2.603 -2.921
H -1.971 0.692 -6.235
H -2.222 -0.368 -3.824
H -4.049 -0.084 -2.096
H -6.275 2.230 -5.418
H -4.081 1.924 -6.994
C 0.442 5.194 6.890
C 0.268 3.677 6.567
C 1.404 2.971 5.884
C 2.696 3.796 5.473
C 2.797 5.309 5.565
C 1.574 5.900 6.430
N 3.793 3.109 4.883
O 3.491 2.067 4.183
O 4.933 3.273 5.204
H -0.453 5.496 7.252
H -0.662 3.014 6.640
H 1.282 2.002 5.626
H 3.656 5.930 5.148
H 1.449 6.937 6.569
C 2.284 -3.386 -3.469
C 2.434 -2.214 -4.549
C 1.232 -1.964 -5.508
C -0.077 -2.864 -5.414
C -0.125 -3.926 -4.357
C 1.095 -4.190 -3.427
N -1.118 -2.737 -6.515
O -2.189 -3.299 -6.435
O -1.080 -1.673 -7.183
H 3.123 -3.831 -2.714
H 3.224 -1.537 -4.514
H 1.418 -1.149 -6.204
H -0.905 -4.909 -4.258
H 1.214 -4.836 -2.487
C 6.790 -0.942 3.280
C 6.796 -2.273 2.507
C 6.346 -2.361 1.039
C 5.652 -1.065 0.433
C 5.648 0.167 1.289
C 6.105 0.127 2.787
N 5.238 -1.010 -1.002
O 4.983 0.150 -1.545
O 4.916 -2.092 -1.535
H 6.979 -0.865 4.293
H 7.220 -3.171 2.959
H 6.497 -3.449 0.651
H 5.087 1.108 0.859
H 5.882 0.922 3.451
C -3.732 -0.647 2.172
C -4.844 -0.083 1.340
C -5.528 1.254 1.925
C -4.889 1.977 2.972
C -3.589 1.424 3.766
C -3.172 -0.007 3.281
N -5.263 3.239 3.513
O -4.828 3.743 4.491
O -6.262 3.706 3.083
H -3.370 -1.707 2.017
H -5.117 -0.344 0.245
H -6.292 1.675 1.138
H -3.158 1.886 4.664
H -2.531 -0.444 3.821
C 0.358 -5.335 1.687
O 1.470 -5.335 1.139
N 0.152 -5.221 3.004
C -1.184 -5.325 3.510
C 1.207 -5.110 3.967
H -0.436 -5.257 1.021
H -1.564 -4.329 3.543
H -1.251 -5.509 4.500
H -1.786 -5.885 2.899
H 2.128 -4.938 3.569
H 0.910 -6.057 4.563
H 1.135 -4.446 4.599
C -1.459 3.810 -4.325
O -1.208 3.274 -3.166
N -0.512 3.895 -5.330
C -1.026 4.155 -6.673
C 0.884 3.529 -5.082
H -2.555 4.083 -4.524
H -1.262 3.200 -7.202
H -0.219 4.539 -7.276
H -1.939 4.857 -6.589
H 1.127 2.540 -5.374
H 1.270 3.835 -4.085
H 1.641 4.004 -5.710
*
```

Kohn-Sham gap, eV: 5.384
HOMO energy, eV: -8.14
Energy above the lowest of the compared OMol25 structures with the same formula, charge and spin, kJ/mol: 450.10
LUMO, eV: -2.755

***

Record 4
The following is a DFT calculation (ωB97M-V/def2-TZVPD) of a molecular structure, C45H58BrIN8O4V.

```
! RIJCOSX wB97M-V def2-TZVPD def2/J DEFGRID3
* xyz 0 2
V 1.015 -0.130 0.228
C 1.477 0.996 -1.723
C 2.437 -0.043 -1.479
C 3.063 0.288 -0.194
C 2.456 1.513 0.239
C 1.531 1.972 -0.714
C 0.795 3.296 -0.656
C 0.023 3.421 0.659
C 1.840 4.416 -0.737
C -0.164 3.439 -1.835
C 4.220 -0.336 0.605
C 4.437 0.463 1.901
C 5.537 -0.249 -0.178
C 3.952 -1.783 1.045
C 2.884 -0.938 -2.641
C 1.700 -1.138 -3.612
C 3.437 -2.316 -2.265
C 3.971 -0.190 -3.433
H 0.870 1.076 -2.607
H 2.666 2.020 1.166
H 0.695 3.375 1.517
H -0.698 2.612 0.773
H -0.514 4.372 0.704
H 2.535 4.360 0.101
H 1.349 5.391 -0.706
H 2.417 4.346 -1.662
H -0.909 2.640 -1.831
H 0.375 3.422 -2.787
H -0.700 4.388 -1.768
H 4.698 1.502 1.694
H 5.266 0.016 2.451
H 3.562 0.427 2.548
H 5.696 0.764 -0.554
H 5.585 -0.937 -1.018
H 6.369 -0.493 0.486
H 3.088 -1.804 1.709
H 4.815 -2.157 1.601
H 3.786 -2.459 0.212
H 0.784 -1.423 -3.085
H 1.946 -1.912 -4.343
H 1.490 -0.221 -4.166
H 2.827 -2.819 -1.523
H 4.441 -2.247 -1.858
H 3.494 -2.948 -3.155
H 3.600 0.784 -3.758
H 4.264 -0.763 -4.318
H 4.858 -0.023 -2.825
O -2.311 4.261 6.291
C -1.314 3.515 6.254
O -0.350 3.399 7.028
C -1.224 2.640 4.973
C -2.224 2.695 4.011
C -2.104 1.923 2.870
N -1.063 1.123 2.624
C -0.124 1.032 3.576
C -0.165 1.767 4.749
C 1.000 0.034 3.351
O 1.719 -0.304 4.271
O 1.150 -0.420 2.132
H -3.072 3.344 4.183
H -2.899 1.937 2.125
H 0.614 1.667 5.492
C 0.216 -3.645 -1.141
C -0.590 -3.007 -0.073
N -0.593 -1.726 0.244
C -1.554 -1.574 1.237
C -2.115 -2.774 1.510
N -1.504 -3.685 0.667
C -1.570 -5.124 0.816
N -1.318 -5.506 2.180
N -2.005 -6.565 2.680
N -1.642 -6.769 3.884
C -0.687 -5.830 4.224
C -0.034 -5.609 5.440
C 0.822 -4.537 5.505
C 1.035 -3.694 4.391
C 0.412 -3.910 3.183
C -0.459 -5.006 3.124
H 0.774 -2.873 -1.655
H -0.423 -4.169 -1.859
H 0.923 -4.375 -0.744
H -1.701 -0.606 1.699
H -2.835 -3.078 2.250
H -0.843 -5.564 0.133
H -2.560 -5.507 0.573
H -0.223 -6.246 6.292
H 1.329 -4.310 6.432
H 1.674 -2.829 4.499
H 0.569 -3.225 2.359
Br -4.766 5.483 0.967
C -4.483 5.554 -0.893
C -4.687 6.767 -1.539
C -4.466 6.877 -2.902
C -4.034 5.778 -3.628
C -3.832 4.566 -2.988
C -4.062 4.448 -1.622
I -3.716 2.607 -0.711
H -5.013 7.621 -0.963
H -4.627 7.827 -3.393
H -3.852 5.862 -4.691
H -3.490 3.704 -3.546
N -2.566 -2.070 -3.992
C -2.098 -0.738 -4.515
C -1.999 0.210 -3.304
N -1.899 -0.640 -2.134
C -3.186 -1.222 -1.785
C -3.732 -1.895 -3.060
H -1.790 -2.432 -3.430
H -2.775 -2.712 -4.752
H -2.815 -0.405 -5.263
H -1.130 -0.908 -4.983
H -2.863 0.885 -3.266
H -1.107 0.822 -3.399
H -1.421 -0.241 -1.324
H -3.924 -0.491 -1.433
H -3.032 -1.953 -0.991
H -4.458 -1.276 -3.583
H -4.174 -2.870 -2.867
*
```

Kohn-Sham gap (alpha / beta), eV: 4.810 / 4.809
HOMO energy (alpha / beta), eV: -6.51 / -6.51
Energy above the lowest of the compared OMol25 structures with the same formula, charge and spin, kJ/mol: 106.75
<S²>: 0.7632
LUMO (alpha / beta), eV: -1.703 / -1.705

***

Number 3 is which compound? C45H57N9O16